Record 1
DFT (ωB97M-V with the def2-TZVPD basis set) results for an isolated molecule of C3H4FN3.

```
11
Properties=species:S:1:pos:R:3:forces:R:3:nbo_charge:R:1
N 1.7172 -1.0536 -0.1590 0.44 -0.20 0.55 -0.81
C 0.4665 -0.4577 -0.0205 -0.63 -1.53 -0.19 0.22
N -0.6984 -1.1609 -0.0323 2.39 0.52 -0.19 -0.30
N -1.6293 -0.2202 -0.0883 -1.27 0.77 0.45 -0.32
C -1.1297 1.0496 -0.0409 -2.05 0.76 -0.05 -0.13
C 0.2091 0.9026 -0.0057 0.01 -0.22 -0.23 0.24
F 1.1208 1.8585 -0.0535 0.65 0.62 0.12 -0.31
H 1.7711 -1.9187 0.3716 0.10 0.15 -0.24 0.38
H 2.5069 -0.4416 0.0736 -0.68 -0.33 -0.09 0.38
H -2.5954 -0.5360 -0.0104 0.59 0.53 -0.05 0.41
H -1.7387 1.9779 -0.0347 0.46 -1.08 -0.07 0.23
```
Forces are in eV/Å.

Its energy is -10362.75998 eV. The HOMO energy is -8.3401 eV. Its SMILES is Nc1n[nH]cc1F. The energy above the lowest of the compared OMol25 structures with the same formula, charge and spin comes out at 22.16 kcal per mole. Its frontier orbital gap is 0.3457 Ha. Its maximum force is 2.46 eV Å⁻¹.

***

Record 2
DFT (ωB97M-V with the def2-TZVPD basis set) results for a structure of composition C12H16Cl2N2O2PTb.

```
36
Properties=species:S:1:pos:R:3:forces:R:3:lowdin_spin:R:1
C -0.1177 -4.3655 -4.1930 -0.37 -0.21 -0.12 0.00
C 0.1340 -3.5020 -2.9869 -1.46 0.45 0.42 0.00
H -1.1929 -4.5430 -4.3459 0.38 0.23 0.18 0.00
H 0.3861 -5.3440 -4.0663 -0.12 0.58 -0.02 0.00
H 0.2992 -3.8907 -5.1069 -0.09 -0.17 0.63 0.00
O -0.7241 -2.9158 -2.3046 1.99 -0.46 -0.56 -0.01
Cl 1.8230 -3.3791 -2.5890 -0.21 0.21 0.23 0.00
Tb 0.0130 -1.0366 -0.1020 1.99 -0.57 -0.39 6.13
P -0.1033 1.5582 -1.2422 0.82 1.66 -1.71 -0.02
C -1.3673 2.8471 -1.4079 -0.70 0.05 0.41 -0.01
C 1.3309 2.6966 -1.2439 0.42 -0.26 0.50 0.00
H 0.8225 0.3839 -3.1609 -0.22 0.26 -0.20 0.00
H 0.1023 2.0028 -3.5825 -0.08 -0.73 0.18 0.00
H -0.9659 0.5576 -3.3015 0.30 0.19 -0.12 0.00
C -0.0320 1.0614 -3.0095 -0.01 -0.48 0.07 0.00
H 2.2646 2.1249 -1.2888 -0.15 0.24 -0.06 0.00
H 1.2165 3.3511 -2.1299 0.13 -0.34 0.53 0.00
H -1.0559 3.5113 -2.2341 -0.21 -0.33 0.43 0.00
H -1.4387 3.4240 -0.4785 -0.03 0.00 -0.21 0.00
H 1.3319 3.2986 -0.3248 0.05 -0.07 -0.30 0.00
H -2.3521 2.4202 -1.6196 0.07 0.18 -0.07 0.00
C -1.8718 0.4135 0.4558 -4.34 3.63 3.25 -0.03
O -2.5726 1.1789 0.9932 3.19 -3.43 -2.65 0.00
Cl 2.4526 -0.6275 -0.2267 -0.94 -0.16 -0.14 -0.03
N -0.1413 0.0430 7.5625 0.37 -0.07 -2.84 0.00
C -0.0301 0.0089 6.3962 -0.58 0.07 2.62 0.00
C 0.0162 -0.0502 4.9593 0.47 0.27 -0.16 0.00
C -0.0788 -1.2734 4.3075 0.20 -1.47 -0.03 0.00
C 0.0969 -1.3186 2.9283 0.23 0.91 -0.09 -0.01
N 0.3306 -0.2022 2.1957 -1.17 -0.15 0.30 -0.02
C 0.3555 1.0015 2.8249 0.12 -0.75 -0.15 0.00
C 0.2507 1.1062 4.2070 0.25 0.32 -0.10 0.00
H -0.1795 -2.2089 4.8939 -0.10 0.75 -0.53 0.00
H 0.0996 -2.2522 2.3373 -0.03 0.05 0.70 0.00
H 0.4748 1.8591 2.1664 0.15 -0.05 0.33 0.00
H 0.4233 2.0608 4.7176 -0.31 -0.35 -0.34 0.00
```
Forces are in eV/Å.

Its energy is -76532.84026 eV. The HOMO energy (alpha / beta) is -16.7102 / -16.7177 eV. The spin multiplicity is 7. As for the total charge: +2. Its expectation value of S² is 12.71. The energy above the lowest of the compared OMol25 structures with the same formula, charge and spin comes out at 6.10 kcal per mole. Its frontier orbital gap (alpha / beta) is 0.3076 / 0.3158 Ha. Its maximum force is 6.53 eV Å⁻¹.

***

Record 3
DFT (ωB97M-V with the def2-TZVPD basis set) results for a cluster of 7 separate species, C9H28N12O10 in total.

```
59
Properties=species:S:1:pos:R:3:forces:R:3:nbo_charge:R:1
O -4.5346 0.3527 -4.1549 -3.62 2.02 -1.28 -0.49
C -3.5720 -0.1918 -3.8171 3.28 -1.97 1.12 0.44
C -2.6733 -0.9536 -4.7814 -0.63 0.61 0.59 -0.18
O -1.3307 -0.5359 -4.5052 -1.04 -0.38 0.21 -0.51
C -0.5478 -0.3956 -5.5657 -1.92 1.11 -0.05 0.99
O 0.4945 -0.8885 -5.5928 4.14 -2.06 -0.08 -0.57
O -0.9892 0.3726 -6.5786 -0.51 0.65 -0.15 -0.71
H -3.2458 -0.2172 -2.7658 0.23 0.05 0.21 0.13
H -2.9879 -0.7326 -5.7900 0.08 0.12 -0.33 0.21
H -2.8103 -2.0121 -4.5793 0.36 -0.31 0.02 0.20
H -0.9810 1.2811 -6.2454 -0.38 0.12 -0.23 0.50
N 0.9787 -0.2438 -0.1957 -0.01 -0.11 0.35 -0.87
C 0.5400 -0.0562 -1.4710 0.03 -0.07 -0.03 0.78
N 1.1369 -0.8317 -2.4133 0.02 0.11 -0.09 -0.87
O -0.3350 0.7625 -1.7399 -0.03 0.18 0.04 -0.71
H 1.6963 -0.9030 0.0659 0.07 0.04 -0.02 0.42
H 0.5501 0.3202 0.5188 0.04 -0.02 0.03 0.41
H 0.8271 -0.7179 -3.3608 0.04 0.04 -0.02 0.40
H 1.8588 -1.5056 -2.2105 -0.01 -0.20 0.11 0.42
N 2.7417 -5.5331 -2.9177 0.11 -0.08 0.09 -0.84
C 2.3236 -4.2353 -2.9350 -0.12 -0.11 -0.17 0.78
N 1.4596 -3.9151 -3.9405 0.00 0.15 0.09 -0.84
O 2.7037 -3.4232 -2.1042 0.06 0.19 0.01 -0.69
H 2.4476 -6.2202 -3.5848 -0.02 0.03 -0.01 0.39
H 3.3777 -5.8000 -2.1893 -0.02 0.01 0.00 0.41
H 1.1306 -2.9668 -3.9895 -0.03 -0.03 -0.09 0.42
H 1.1440 -4.5721 -4.6277 0.03 -0.01 0.01 0.39
N 4.8710 -0.1990 0.2783 -0.01 -0.06 -0.12 -0.85
C 4.2447 -0.5722 1.4310 0.14 0.14 -0.05 0.78
N 4.5366 0.1853 2.5279 -0.04 -0.02 0.12 -0.84
O 3.4765 -1.5193 1.4757 -0.28 -0.04 -0.01 -0.68
H 5.5048 0.5743 0.2150 -0.02 0.01 0.03 0.39
H 4.6764 -0.7403 -0.5449 0.01 -0.01 0.02 0.41
H 4.0894 -0.0655 3.3903 0.00 0.01 -0.02 0.41
H 5.1641 0.9661 2.5132 0.00 -0.01 -0.03 0.39
N -0.1343 2.9329 1.0422 0.02 -0.23 -0.29 -0.87
C -0.7520 2.5313 2.1932 0.06 0.14 0.05 0.77
N -0.4740 3.2794 3.2991 0.00 -0.10 0.07 -0.84
O -1.4980 1.5667 2.2261 0.00 -0.11 -0.01 -0.67
H 0.4866 3.7170 0.9852 -0.02 0.01 0.05 0.38
H -0.3286 2.3977 0.2086 -0.04 0.10 -0.08 0.43
H -0.9128 3.0111 4.1605 0.03 0.14 0.04 0.41
H 0.1312 4.0777 3.2961 -0.07 0.04 0.01 0.39
N -3.4548 6.5417 5.1897 0.03 0.14 0.01 -0.85
C -2.9129 5.2999 5.3692 -0.10 -0.05 -0.06 0.78
N -3.7459 4.2577 5.0839 0.04 -0.08 0.06 -0.84
O -1.7672 5.1393 5.7550 0.10 -0.06 -0.04 -0.68
H -4.3923 6.6985 4.8734 0.00 -0.03 0.00 0.39
H -2.8688 7.3301 5.3907 0.00 -0.02 0.01 0.41
H -3.3819 3.3303 5.2019 -0.04 0.00 -0.03 0.41
H -4.6883 4.3711 4.7634 0.02 0.01 -0.03 0.39
N -0.0699 -3.2155 3.2583 0.12 -0.08 0.08 -0.86
C -1.3284 -2.8073 2.9051 0.03 0.08 -0.07 0.77
N -1.3801 -2.0033 1.8068 -0.09 -0.13 -0.12 -0.84
O -2.3219 -3.1408 3.5285 -0.02 -0.06 0.05 -0.67
H 0.7612 -2.9528 2.7607 -0.02 0.03 -0.01 0.40
H 0.0089 -3.8087 4.0622 -0.02 0.01 -0.01 0.40
H -2.2822 -1.6772 1.5149 0.04 0.11 0.07 0.41
H -0.5696 -1.7222 1.2880 0.01 0.07 -0.03 0.39
```
Forces are in eV/Å.

Its energy is -48149.13758 eV. The HOMO energy is -9.1358 eV. Its SMILES is O=CCOC(=O)O.NC(N)=O.NC(N)=O.NC(N)=O.NC(N)=O.NC(N)=O.NC(N)=O. The energy above the lowest of the compared OMol25 structures with the same formula, charge and spin comes out at 14.30 kcal per mole. Its frontier orbital gap is 0.3510 Ha. Its maximum force is 4.62 eV Å⁻¹.

***

Record 4
DFT (ωB97M-V with the def2-TZVPD basis set) results for a structure of composition C4H8N4.

```
16
Properties=species:S:1:pos:R:3:forces:R:3:nbo_charge:R:1
C -2.0744 -0.0637 0.0658 3.82 -9.82 -0.03 0.55
C 0.4638 -0.5405 -0.4904 -4.63 -1.25 -1.16 0.33
C 2.9673 -0.4769 -0.1024 -1.73 -0.18 -0.99 -0.32
C 2.0898 0.7270 0.6637 0.43 0.34 1.75 -0.23
H -2.5384 1.9616 -0.2646 0.98 -1.66 0.04 0.42
H -4.0495 0.9854 -0.5220 5.60 -1.03 1.35 0.39
H -3.6253 -1.1828 0.3853 1.02 -0.18 0.28 0.31
H 0.6254 -1.6384 -0.8773 -0.92 1.74 1.03 0.17
H 2.8316 -1.6737 0.3743 0.42 3.98 -1.31 0.22
H 3.8478 -0.3975 -0.9792 -2.54 0.17 2.88 0.25
H 2.2309 2.1314 0.7903 0.01 -4.87 -0.55 0.24
H 1.5800 0.1971 1.7225 1.43 1.93 -3.22 0.22
N -2.7288 0.9419 -0.2913 -9.36 7.57 -2.68 -0.78
N -2.5861 -1.3197 0.3664 1.14 4.41 -0.85 -0.77
N -0.6171 0.1611 -0.2618 -0.32 -0.88 1.69 -0.55
N 1.5831 0.1876 -0.5792 4.65 -0.27 1.77 -0.45
```
Forces are in eV/Å.

Its energy is -10229.78109 eV. The HOMO energy is -8.3980 eV. The energy above the lowest of the compared OMol25 structures with the same formula, charge and spin comes out at 195.12 kcal per mole. Its frontier orbital gap is 0.3240 Ha. Its maximum force is 12.33 eV Å⁻¹.

***

> Which of these has the lowest energy above the lowest of the compared OMol25 structures with the same formula, charge and spin?

C12H16Cl2N2O2PTb

***

> Which formula does entry 4 have?

C4H8N4

***

> Which of these has the lowest energy above the lowest of the compared OMol25 structures with the same formula, charge and spin?

C12H16Cl2N2O2PTb